# 1
This record from the Open Molecules 2025 dataset describes a 2-piece molecular cluster, CH2N2O4 overall. The level of theory is wB97M-V/def2-TZVPD.

The geometry in ORCA input format:
```
! wB97M-V def2-TZVPD RIJCOSX def2/J DEFGRID3
* xyz 0 1
C -0.70338 0.10939 0.17387
N 1.26681 0.06213 -0.58712
N -0.83976 -0.72470 1.35244
O -0.14556 -0.57485 2.34009
O -1.48133 0.78535 -0.42048
O -1.73291 -1.50626 1.17588
O 1.20711 0.78853 -1.75505
H 1.92007 0.63360 -0.00112
H 0.50895 0.42681 -2.27851
*
```

Results
LUMO energy (spin up / spin down) = -0.05440 / -0.05439 Ha

***

# 2
This record from the Open Molecules 2025 dataset describes a single CH2N2OS molecule. The level of theory is wB97M-V/def2-TZVPD.

The geometry in ORCA input format:
```
! wB97M-V def2-TZVPD RIJCOSX def2/J DEFGRID3
* xyz 0 1
C -1.19615 0.10495 -0.09877
N -0.15573 -0.53179 -0.30507
N 0.89042 -1.07651 0.17182
O 1.94731 -0.35363 0.26470
S 1.97936 1.21793 -0.05283
H -1.97738 0.28141 -0.88259
H -1.48784 0.35764 0.90274
*
```

Results
LUMO energy (spin up / spin down) = -0.02964 / -0.02433 Ha

***

# 3
This record from the Open Molecules 2025 dataset describes a single CH2N2OS molecule. The level of theory is wB97M-V/def2-TZVPD.

The geometry in ORCA input format:
```
! wB97M-V def2-TZVPD RIJCOSX def2/J DEFGRID3
* xyz 0 1
N -2.60849 -0.76082 -0.03737
C -1.33870 -0.12183 -0.34657
S 0.36444 0.36586 -0.15210
N 1.01059 -0.27398 1.05022
O 0.31505 1.76162 -0.04327
H 1.10678 0.29347 -1.52055
H 1.15034 -1.26432 1.04965
*
```

Results
LUMO energy (spin up / spin down) = -0.05696 / -0.05706 Ha
structure (SMILES) = N#C[S@H](=N)=O

***

# 4
This record from the Open Molecules 2025 dataset describes a 2-piece molecular cluster, CH2N2OS overall. The level of theory is wB97M-V/def2-TZVPD.

The geometry in ORCA input format:
```
! wB97M-V def2-TZVPD RIJCOSX def2/J DEFGRID3
* xyz 0 1
C -1.04442 -2.83517 0.66835
N -1.35122 -2.97973 1.76375
N -0.21948 -0.21051 0.61274
O -1.57889 -2.21678 -1.81917
S -0.46010 -2.28161 -0.87207
H 0.36800 0.39275 0.22317
H -1.09273 0.15931 0.31132
*
```

Results
LUMO energy (spin up / spin down) = -0.04806 / -0.07264 Ha

***

| no. | total energy (hartree) |
| --- | --- |
| 1 | -449.51209 |
| 2 | -622.04134 |
| 3 | -621.97419 |
| 4 | -622.09131 |